Model 1:
{"formula": "C5H14S", "method": "ωB97M-V/def2-TZVPD", "species": ["C", "C", "C", "H", "H", "H", "H", "H", "H", "H", "H", "C", "C", "S", "H", "H", "H", "H", "H", "H"], "positions_angstrom": [[-1.361, 2.175, -1.105], [-1.392, 2.847, -2.495], [-2.570, 1.658, -0.368], [-0.856, 2.815, -0.376], [-0.611, 1.352, -1.113], [-1.504, 3.926, -2.483], [-0.548, 2.515, -3.085], [-2.381, 1.167, 0.594], [-2.265, 2.359, -2.945], [-3.185, 0.968, -0.955], [-3.223, 2.527, -0.165], [1.048, -3.083, 1.106], [1.952, -0.764, 1.926], [1.236, -1.435, 0.355], [1.216, -3.191, 2.173], [-0.040, -3.254, 1.162], [1.606, -3.822, 0.514], [2.087, 0.313, 1.864], [2.877, -1.280, 2.204], [1.425, -1.072, 2.816]], "homo_energy_ev": -8.6, "gap_ev": 9.544, "smiles": "CCC.CSC"}

Model 2:
{"formula": "C5H14S", "method": "ωB97M-V/def2-TZVPD", "species": ["C", "S", "C", "H", "H", "H", "H", "H", "H", "C", "C", "C", "H", "H", "H", "H", "H", "H", "H", "H"], "positions_angstrom": [[3.125, -1.645, -0.145], [1.441, -0.883, -0.134], [1.943, 0.890, -0.086], [3.889, -1.197, -0.863], [3.700, -1.785, 0.776], [3.231, -2.645, -0.685], [1.388, 1.262, 0.839], [1.769, 1.320, -1.078], [2.955, 0.947, 0.313], [-1.988, -0.261, 1.158], [-1.613, 0.524, -0.072], [-2.742, 0.943, -0.925], [-1.086, -0.721, 1.572], [-2.445, 0.318, 1.990], [-2.636, -1.230, 1.139], [-0.938, 1.351, 0.141], [-1.014, -0.253, -0.618], [-2.242, 1.463, -1.759], [-3.362, 1.585, -0.306], [-3.374, 0.017, -1.257]], "homo_energy_ev": -8.7, "gap_ev": 9.667, "smiles": "CCC.CSC"}

Which structure is most stable? model 1, by 0.0142 hartree over the runner-up.